{
  "formula": "C18H63NO20",
  "method": "ωB97M-V with the def2-TZVPD basis set",
  "fmax_ev_per_a": 3.75,
  "homo_energy_ha": [-0.426, -0.426],
  "homo_lumo_gap_ha": [0.341, 0.122],
  "charge": 1,
  "multiplicity": 2,
  "species": ["H", "O", "H", "H", "H", "C", "C", "H", "O", "H", "H", "H", "C", "H", "H", "O", "H", "H", "H", "H", "O", "O", "H", "C", "H", "H", "H", "C", "O", "H", "H", "H", "O", "H", "H", "H", "H", "H", "H", "O", "H", "C", "C", "H", "H", "C", "H", "H", "H", "H", "O", "O", "H", "C", "O", "H", "C", "C", "H", "H", "O", "H", "C", "H", "O", "O", "H", "H", "O", "C", "H", "H", "O", "H", "H", "O", "C", "H", "H", "H", "H", "O", "C", "N", "C", "H", "H", "H", "H", "O", "H", "H", "C", "C", "H", "H", "H", "O", "H", "H", "H", "H"],
  "positions_angstrom": [[-14.596, 32.857, 7.707], [-12.827, 34.901, 7.770], [-12.956, 34.806, 3.128], [-12.165, 33.332, 8.855], [-15.227, 33.122, 9.300], [-16.431, 30.107, 4.987], [-13.906, 27.809, 12.385], [-20.220, 34.221, 11.931], [-13.931, 34.045, 12.012], [-14.625, 35.894, 11.376], [-14.599, 32.116, 13.304], [-16.382, 30.186, 6.073], [-14.299, 30.131, 12.681], [-19.426, 34.284, 8.044], [-9.401, 32.346, 10.876], [-15.124, 36.232, 13.832], [-14.769, 30.371, 7.830], [-16.790, 30.509, 8.695], [-13.188, 34.504, 12.409], [-17.477, 34.614, 5.191], [-13.597, 32.406, 4.206], [-11.601, 30.044, 6.972], [-18.958, 31.524, 8.067], [-13.514, 33.624, 4.929], [-10.943, 29.862, 4.963], [-13.767, 30.498, 4.498], [-11.228, 34.085, 10.639], [-10.632, 29.994, 5.999], [-20.780, 34.394, 11.171], [-10.136, 31.285, 7.886], [-14.495, 32.111, 4.377], [-17.863, 31.063, 11.394], [-11.309, 32.931, 9.023], [-16.024, 34.681, 4.769], [-8.607, 33.983, 10.971], [-14.167, 30.809, 9.406], [-12.320, 29.496, 6.651], [-13.723, 29.889, 13.574], [-14.422, 26.854, 12.475], [-16.127, 30.209, 9.321], [-16.759, 28.118, 9.654], [-9.131, 33.259, 10.346], [-14.948, 34.951, 11.818], [-13.542, 35.754, 4.467], [-15.011, 35.993, 14.755], [-15.027, 30.909, 8.743], [-16.874, 30.010, 13.763], [-20.749, 35.419, 8.605], [-15.521, 29.351, 3.307], [-18.480, 36.275, 8.610], [-14.085, 29.657, 4.833], [-16.472, 27.649, 10.437], [-13.234, 27.815, 13.243], [-15.696, 35.246, 13.116], [-15.050, 34.805, 3.354], [-17.392, 29.701, 4.671], [-15.377, 29.270, 4.384], [-20.225, 33.875, 9.959], [-15.689, 34.602, 11.098], [-15.645, 34.393, 13.793], [-18.941, 35.820, 9.319], [-10.263, 34.704, 9.250], [-13.713, 34.832, 3.911], [-20.194, 30.660, 8.199], [-16.617, 32.654, 7.948], [-16.586, 34.584, 5.539], [-13.386, 27.660, 11.438], [-16.610, 33.547, 7.595], [-19.334, 30.816, 8.590], [-16.329, 30.920, 14.016], [-19.302, 33.422, 10.320], [-15.514, 31.147, 11.142], [-14.885, 28.883, 12.350], [-16.799, 32.106, 5.051], [-20.837, 33.098, 9.501], [-16.217, 31.507, 4.577], [-9.749, 31.227, 6.143], [-14.132, 33.820, 5.805], [-15.243, 32.637, 11.549], [-10.325, 32.138, 5.985], [-14.958, 35.029, 2.425], [-9.295, 31.318, 7.423], [-15.237, 31.295, 12.978], [-15.821, 31.848, 11.801], [-19.859, 34.848, 8.870], [-16.749, 35.411, 12.884], [-10.133, 29.051, 6.220], [-11.989, 35.353, 7.677], [-8.926, 31.176, 5.430], [-18.810, 30.992, 11.277], [-8.638, 32.530, 8.566], [-13.481, 35.550, 7.511], [-15.259, 32.428, 8.459], [-10.545, 33.825, 9.830], [-15.540, 27.855, 10.512], [-12.495, 33.753, 5.296], [-13.547, 30.520, 11.995], [-8.247, 33.061, 9.264], [-15.620, 28.322, 4.864], [-17.081, 31.698, 14.148], [-18.952, 31.175, 10.349], [-15.891, 30.754, 15.000]],
  "lowdin_charge": [0.100, -0.036, 0.123, 0.033, 0.092, -0.197, -0.055, 0.082, -0.067, 0.139, 0.142, 0.103, -0.170, 0.107, 0.107, -0.012, 0.115, 0.060, 0.117, 0.053, -0.059, -0.058, 0.031, -0.215, 0.123, 0.047, 0.095, -0.261, -0.042, 0.064, 0.029, -0.015, -0.092, -0.018, 0.119, 0.117, 0.075, 0.145, 0.101, -0.077, 0.016, -0.211, -0.255, 0.109, 0.108, -0.185, 0.101, 0.126, 0.138, 0.082, -0.056, -0.044, 0.097, -0.288, -0.084, 0.126, -0.226, -0.248, 0.105, 0.117, -0.064, 0.105, -0.170, 0.072, -0.093, -0.042, 0.097, 0.050, -0.023, 0.018, 0.094, 0.093, -0.172, 0.064, 0.116, -0.083, -0.244, 0.077, 0.084, 0.119, 0.107, -0.059, -0.327, 0.343, -0.249, 0.125, 0.125, 0.059, 0.133, -0.019, 0.030, 0.057, -0.147, -0.210, -0.008, 0.104, 0.139, -0.062, 0.133, 0.088, -0.026, 0.098]
}

---

{
  "formula": "C18H67AgO16",
  "method": "ωB97M-V with the def2-TZVPD basis set",
  "fmax_ev_per_a": 2.38,
  "homo_energy_ha": [-0.424, -0.424],
  "homo_lumo_gap_ha": [0.285, 0.193],
  "charge": 1,
  "multiplicity": 2,
  "species": ["C", "H", "H", "H", "H", "H", "C", "H", "O", "H", "H", "H", "C", "C", "H", "H", "H", "H", "H", "C", "H", "H", "C", "H", "O", "H", "H", "H", "H", "H", "O", "H", "H", "O", "H", "H", "H", "C", "H", "H", "H", "H", "H", "H", "H", "O", "H", "O", "H", "H", "H", "O", "H", "H", "C", "H", "O", "Ag", "H", "H", "H", "H", "C", "H", "C", "H", "C", "C", "C", "H", "H", "O", "O", "C", "H", "C", "H", "H", "C", "H", "H", "H", "O", "H", "H", "O", "O", "O", "C", "H", "H", "H", "H", "H", "H", "H", "O", "C", "O", "H", "H", "H"],
  "positions_angstrom": [[13.331, -35.804, 35.627], [13.582, -30.760, 28.955], [15.046, -28.791, 33.078], [15.445, -28.280, 30.303], [11.965, -35.576, 25.892], [17.852, -39.844, 31.274], [14.789, -34.608, 30.053], [14.741, -35.768, 31.966], [13.848, -32.082, 27.320], [16.795, -32.788, 29.966], [14.625, -32.789, 31.062], [17.576, -38.444, 30.311], [17.470, -39.529, 30.303], [19.443, -37.176, 33.127], [17.227, -33.856, 34.362], [13.924, -31.617, 33.393], [15.116, -36.474, 35.473], [12.230, -31.674, 33.887], [12.611, -37.624, 33.253], [16.250, -34.332, 34.446], [12.898, -32.210, 27.283], [12.365, -36.267, 35.827], [12.889, -35.097, 25.567], [13.672, -35.976, 27.003], [13.082, -39.600, 33.232], [16.981, -35.940, 33.721], [12.649, -34.080, 25.257], [13.486, -32.858, 29.882], [11.208, -35.798, 29.646], [19.435, -34.782, 28.525], [18.714, -36.023, 32.933], [11.531, -37.434, 30.250], [9.424, -34.781, 32.858], [9.646, -36.607, 30.738], [9.676, -33.820, 31.397], [18.466, -35.979, 32.007], [10.642, -33.008, 26.792], [13.507, -38.232, 33.132], [20.050, -37.366, 32.242], [12.355, -38.004, 27.438], [18.769, -38.032, 33.131], [15.173, -30.707, 28.171], [18.233, -31.181, 31.726], [13.306, -35.646, 24.723], [14.055, -35.307, 29.653], [14.372, -36.610, 36.063], [16.583, -28.669, 32.200], [13.206, -37.627, 27.674], [18.251, -41.140, 29.604], [15.693, -34.046, 33.554], [16.218, -34.898, 31.696], [16.268, -35.744, 34.333], [15.806, -36.340, 30.796], [13.416, -38.556, 29.575], [17.651, -32.091, 31.578], [13.134, -31.691, 36.038], [18.145, -40.229, 29.322], [15.444, -33.517, 26.787], [14.302, -37.937, 33.817], [10.940, -33.865, 32.569], [13.366, -35.738, 34.539], [13.305, -33.897, 31.403], [13.232, -32.030, 34.127], [13.559, -34.804, 35.996], [14.104, -30.832, 28.000], [19.585, -33.718, 29.911], [9.855, -33.857, 32.471], [13.889, -38.471, 28.596], [10.762, -36.770, 29.856], [20.538, -35.294, 29.844], [13.874, -30.025, 27.305], [17.404, -32.087, 30.210], [18.510, -35.376, 30.191], [10.990, -33.122, 28.652], [14.909, -38.126, 28.765], [13.953, -33.519, 30.612], [20.005, -37.177, 34.061], [10.436, -37.159, 28.891], [19.619, -34.762, 29.599], [15.770, -33.951, 35.348], [8.507, -32.712, 33.279], [17.722, -34.970, 29.822], [13.727, -31.481, 35.313], [11.705, -33.942, 28.718], [9.981, -33.503, 28.814], [14.880, -28.348, 31.076], [11.095, -32.457, 27.435], [15.682, -34.293, 29.023], [15.401, -35.403, 31.180], [11.209, -32.401, 29.439], [15.508, -30.112, 31.985], [14.002, -39.460, 28.153], [18.257, -32.939, 31.894], [13.756, -38.003, 32.096], [16.407, -39.766, 30.272], [12.886, -39.689, 34.168], [13.838, -35.138, 26.563], [15.557, -29.036, 32.147], [9.435, -32.637, 33.045], [8.948, -36.098, 30.319], [16.712, -32.024, 32.129], [13.278, -33.118, 34.169]],
  "lowdin_charge": [-0.191, 0.086, 0.086, 0.064, 0.091, 0.079, -0.486, 0.085, -0.219, 0.021, 0.079, 0.065, -0.195, -0.150, 0.089, 0.063, 0.017, 0.082, 0.073, -0.120, 0.028, 0.091, -0.153, 0.037, -0.107, 0.040, 0.085, 0.055, 0.045, 0.085, -0.133, 0.068, 0.084, -0.107, 0.050, 0.034, 0.100, -0.156, 0.086, 0.094, 0.073, 0.080, 0.097, 0.097, 0.159, -0.121, 0.083, -0.133, 0.088, 0.048, 0.068, -0.141, 0.087, 0.067, -0.160, 0.083, -0.096, 0.831, 0.073, 0.062, 0.046, 0.098, -0.176, 0.071, -0.089, 0.075, -0.166, -0.109, -0.138, 0.098, 0.094, -0.115, -0.151, -0.157, 0.077, -0.026, 0.095, 0.077, -0.116, 0.091, 0.080, 0.035, -0.109, 0.057, 0.091, -0.132, -0.102, -0.024, -0.035, 0.096, 0.041, 0.095, 0.077, 0.049, 0.070, 0.077, -0.191, -0.130, -0.108, 0.077, 0.059, 0.053]
}

---

{
  "formula": "C18H72N36O22S",
  "method": "ωB97M-V with the def2-TZVPD basis set",
  "fmax_ev_per_a": 9.15,
  "homo_energy_ha": -0.172,
  "homo_lumo_gap_ha": 0.289,
  "charge": -2,
  "species": ["H", "H", "O", "N", "H", "O", "H", "N", "H", "N", "C", "N", "N", "O", "N", "H", "H", "C", "H", "N", "C", "H", "H", "O", "C", "H", "N", "N", "H", "H", "N", "O", "H", "N", "O", "C", "N", "H", "H", "C", "H", "H", "O", "H", "S", "N", "C", "H", "H", "N", "H", "H", "H", "H", "H", "O", "H", "H", "H", "H", "H", "O", "N", "N", "H", "H", "O", "H", "O", "H", "N", "N", "N", "O", "H", "H", "N", "N", "H", "C", "N", "C", "O", "H", "H", "H", "O", "O", "C", "H", "H", "H", "O", "H", "C", "N", "H", "N", "C", "H", "N", "N", "N", "H", "H", "N", "H", "N", "N", "O", "H", "H", "H", "N", "C", "C", "O", "H", "H", "C", "N", "O", "H", "H", "O", "H", "C", "C", "H", "H", "H", "H", "H", "H", "H", "C", "H", "H", "N", "N", "N", "H", "O", "H", "H", "H", "H", "O", "N"],
  "positions_angstrom": [[-2.773, 5.666, 4.106], [-3.640, 4.296, 3.328], [4.203, 2.542, 5.647], [-1.648, -5.979, 2.695], [-3.935, -1.962, 1.526], [5.108, -5.667, 0.137], [3.783, 6.072, -4.180], [4.000, 3.803, 3.742], [5.115, -6.329, 2.543], [-5.014, -2.336, -1.313], [2.198, 5.957, -3.267], [2.783, 2.086, 3.993], [-1.081, 0.734, 3.528], [5.172, -0.435, 1.080], [-3.440, 0.986, 0.422], [-0.744, -2.419, 1.065], [-4.786, -1.363, -1.461], [-1.650, -2.426, -3.340], [-2.652, 3.110, -1.233], [2.681, -5.958, -1.516], [-0.975, 0.049, 4.622], [3.458, 0.434, 2.731], [3.381, 3.636, 0.737], [4.841, 3.258, -0.674], [-4.670, 1.322, 3.501], [-0.405, 3.669, 1.811], [-5.901, 1.542, 3.101], [-3.038, -0.193, -5.032], [-2.767, 0.866, -1.711], [-0.363, -1.918, 4.931], [-2.722, 4.287, 1.299], [0.717, -1.099, -0.832], [-3.345, 3.502, 1.420], [2.447, 3.279, 0.879], [-2.108, -5.896, 4.893], [5.022, -4.880, 1.059], [-1.292, -3.237, 0.841], [7.625, 3.236, -1.987], [0.036, -3.255, -2.927], [1.489, 3.965, 1.361], [2.195, 2.396, 0.456], [-6.289, -4.812, -2.633], [-3.301, -4.104, 0.514], [2.265, 2.373, 3.174], [-0.055, -0.029, -0.183], [5.147, -5.356, 2.272], [3.675, 2.785, 4.545], [-6.649, 0.957, 3.447], [-2.164, 4.182, 0.464], [-0.593, -1.191, 4.268], [1.569, 1.229, -3.537], [-2.047, -1.154, -2.020], [1.156, -0.085, -2.382], [-2.310, -1.379, 1.223], [-2.467, -8.263, 4.538], [-2.301, 1.125, -6.690], [3.952, -0.544, -1.113], [2.099, 0.242, 1.625], [2.495, 7.225, -4.700], [-6.048, 2.420, 2.625], [2.789, -6.472, -2.378], [1.640, 5.131, 1.673], [1.091, 6.606, -3.037], [-2.522, -1.761, -2.672], [3.636, -2.134, -3.444], [5.323, -4.562, 2.871], [0.643, 1.226, -0.174], [-0.095, 0.223, -5.958], [-1.324, 0.056, -0.905], [3.712, 3.789, 2.774], [-4.412, 0.213, 4.154], [-0.529, -2.435, -2.759], [0.230, 3.315, -2.093], [2.568, 4.935, -2.757], [4.725, 4.479, 3.938], [2.224, 1.494, 4.590], [1.776, -4.182, -0.488], [1.687, 0.304, -3.148], [1.041, -3.493, -0.568], [-2.562, -3.217, 0.879], [-0.903, -0.206, -5.530], [-0.974, 3.688, -2.040], [-3.750, 2.093, 3.233], [6.764, 4.591, -1.428], [4.842, -3.160, 0.087], [0.380, 6.246, -2.417], [-1.511, 4.711, -2.535], [-5.821, -2.533, -3.325], [5.915, 2.864, -1.017], [-4.293, 0.840, -2.495], [-0.751, 0.369, 2.645], [0.394, 2.484, -1.542], [3.562, 0.270, -4.419], [5.722, 0.901, -0.643], [-2.478, 5.258, 2.139], [-2.956, -2.144, 1.356], [1.097, 7.598, -3.225], [6.862, 3.586, -1.426], [2.825, -0.243, -3.555], [-0.789, -3.969, 0.360], [2.940, 6.609, -4.034], [6.253, 1.587, -1.160], [-5.821, -4.330, -1.879], [3.450, -6.047, -0.867], [0.481, 2.457, 0.909], [-3.096, 5.146, 3.303], [2.539, -3.961, 0.136], [3.442, -0.303, -0.274], [-2.320, -7.774, 3.667], [-0.361, -0.473, 1.164], [-3.974, 0.187, -5.007], [-3.432, 0.016, 4.303], [-0.730, -0.885, -4.803], [2.994, -1.453, -3.065], [3.979, -0.262, 0.894], [-4.271, 1.194, -0.515], [1.333, -4.525, -2.646], [-3.472, -1.826, -3.011], [2.330, -1.803, -2.389], [-5.598, -3.059, -2.225], [3.069, 0.094, 1.864], [-1.936, -3.192, -4.235], [-5.788, -4.879, -1.032], [-1.364, -5.010, 2.712], [-1.285, 0.416, 5.733], [2.472, -0.118, -0.485], [1.905, -4.914, -1.617], [-2.118, 0.246, -5.836], [-0.577, -1.206, 3.258], [-3.791, 0.881, 1.363], [-2.654, -0.919, -4.444], [-1.255, 2.036, -0.933], [4.975, -3.117, 1.897], [-2.606, 0.583, 0.018], [-4.826, -2.739, -0.406], [-2.008, -6.519, 3.854], [-5.038, -0.546, 3.928], [0.933, 3.957, -2.429], [4.992, -3.573, 0.996], [0.468, 3.227, 1.563], [-1.668, 2.888, -1.284], [-1.599, -6.424, 1.789], [-5.412, 1.329, -0.314], [7.152, 1.321, -1.537], [-1.926, 1.272, 3.654], [-2.233, -8.338, 2.833], [-0.424, -2.026, -1.842], [-1.567, 6.068, 1.937], [-3.768, 0.986, -1.646]],
  "lowdin_charge": [0.114, 0.063, -0.021, 0.164, 0.127, 0.005, 0.130, 0.178, 0.125, 0.172, -0.835, 0.164, 0.170, -0.008, 0.205, 0.074, 0.092, -0.865, 0.110, 0.183, -0.795, 0.078, 0.085, 0.073, -0.742, 0.099, 0.197, 0.181, 0.067, 0.110, 0.172, -0.378, 0.073, 0.172, 0.031, -0.775, 0.201, 0.112, 0.075, -0.842, 0.077, 0.101, 0.024, 0.087, 0.288, 0.165, -0.752, 0.117, 0.077, 0.168, 0.115, 0.070, 0.042, 0.079, 0.109, -0.026, 0.097, 0.068, 0.120, 0.128, 0.118, 0.036, 0.190, 0.173, 0.119, 0.105, -0.343, 0.112, -0.379, 0.069, 0.202, 0.193, 0.224, 0.057, 0.110, 0.133, 0.176, 0.192, 0.058, -0.867, 0.177, -0.747, -0.015, 0.125, 0.123, 0.102, -0.022, -0.005, -0.791, 0.132, 0.042, 0.069, -0.020, 0.066, -0.757, 0.209, 0.111, 0.162, -0.733, 0.110, 0.160, 0.176, 0.167, 0.063, 0.037, 0.161, 0.083, 0.196, 0.144, -0.356, 0.125, 0.091, 0.072, 0.162, -0.734, -0.920, 0.007, 0.092, 0.069, -0.736, 0.182, 0.050, 0.105, 0.091, 0.030, 0.051, -0.691, -0.742, 0.062, 0.092, 0.047, 0.055, 0.112, 0.041, 0.071, -0.771, 0.113, 0.078, 0.196, 0.204, 0.152, 0.108, 0.067, 0.102, 0.077, 0.109, 0.046, 0.004, 0.189]
}